Entry 1
9
Properties=species:S:1:pos:R:3:nbo_charge:R:1 method="wB97M-V/def2-TZVPD" smiles=Nc1nnco1 gap_ev=10.303 total_charge=0 homo_ev=-9.9 molar_mass_da=85.1 e_lumo_ev=0.35
N -2.01 -0.10 -0.25 -0.719
C -0.66 0.02 0.18 0.541
N 0.06 1.06 0.05 -0.342
N 1.37 0.77 -0.09 -0.258
C 1.46 -0.52 0.06 0.256
O 0.18 -1.03 0.02 -0.432
H -2.16 -0.72 0.46 0.353
H -2.29 0.92 0.34 0.384
H 2.33 -1.09 -0.32 0.217



Entry 2
9
Properties=species:S:1:pos:R:3:nbo_charge:R:1 method="wB97M-V/def2-TZVPD" gap_ev=8.857 total_charge=0 homo_ev=-8.3 molar_mass_da=85.1 e_lumo_ev=0.55
N -1.42 1.04 -0.52 -0.895
C -0.21 0.57 -0.45 0.468
N 1.01 0.60 -0.99 -0.270
O 1.75 -0.34 -0.16 -0.279
C 0.97 -0.83 0.75 0.458
N -0.23 -0.32 0.64 -0.583
H -1.26 -0.13 0.83 0.511
H -1.66 1.70 -1.24 0.369
H 1.37 -1.55 1.46 0.221



Entry 3
9
Properties=species:S:1:pos:R:3:nbo_charge:R:1 method="wB97M-V/def2-TZVPD" smiles=Cc1nnon1 gap_ev=11.310 total_charge=0 homo_ev=-11.4 molar_mass_da=85.1 e_lumo_ev=-0.10
C 1.24 -1.04 -1.14 -0.669
C 0.50 -0.29 -0.21 0.230
N -0.76 0.14 -0.83 -0.198
N -1.38 0.74 0.11 0.161
O -0.59 0.62 1.36 -0.210
N 0.68 0.10 0.94 -0.087
H 1.11 -2.13 -0.91 0.257
H 2.54 -0.99 -1.10 0.249
H 0.88 -0.74 -2.31 0.266



Entry 4
9
Properties=species:S:1:pos:R:3:nbo_charge:R:1 method="wB97M-V/def2-TZVPD" smiles=Nc1cnon1 gap_ev=10.609 total_charge=0 homo_ev=-9.8 molar_mass_da=85.1 e_lumo_ev=0.85
N -1.55 -0.16 0.07 -0.802
C -0.17 -0.15 0.03 0.259
C 0.76 0.92 -0.17 -0.121
N 1.96 0.44 -0.11 -0.059
O 1.83 -0.87 0.16 -0.137
N 0.53 -1.23 0.24 -0.151
H -1.91 -1.11 0.17 0.394
H -2.00 0.31 -0.71 0.386
H 0.68 2.00 -0.21 0.232



It comes down to entry 4, which is 0.539 eV more stable than the next structure.